Entry from the Open Molecules 2025 dataset: a structure of composition C33H32Cl52O4 in a non-equilibrium geometry (the ωB97M-V functional and the def2-TZVPD basis).

Output
Maximum force   6.22 eV/A
Orbital gap   8.67 eV
Total energy   -25507.01334 hartree
Spin multiplicity   1
Relative energy (zero: lowest compared OMol25 entry of this formula, charge and spin)   9.0613 eV
Lowest unoccupied orbital energy   -0.0037 Ha
E_HOMO   -8.77 eV

Geometry as XYZ:
```
121
Properties=species:S:1:pos:R:3:forces:R:3
C 1.374680 -1.702847 6.309436 0.568 -0.534 -0.675
C 1.267105 -2.350232 4.827616 -0.772 0.114 0.402
C -0.230534 -2.911497 4.513662 1.122 0.429 -1.233
C -0.436957 -2.773144 2.908843 -0.476 -0.063 0.625
C -1.620018 -3.727481 2.338145 0.686 0.275 -0.075
C -1.137083 -4.602213 1.052365 -1.239 -0.491 0.452
C -1.858313 -4.161433 -0.317977 0.205 0.555 0.096
C -0.845081 -3.822110 -1.520735 -0.170 -0.912 -0.597
C 0.108074 -5.071746 -1.919381 -1.026 0.350 2.208
O 1.075044 -4.680582 -2.937291 -0.884 -1.344 -3.014
C 0.558183 -4.872265 -4.239096 -3.791 -0.437 -0.909
O -0.682921 -4.971380 -4.482402 4.593 0.506 1.433
O 1.436154 -5.012999 -5.348640 -1.080 1.440 2.387
C 1.231568 -3.906210 -6.299836 1.374 0.589 -0.510
C 2.011135 -2.625289 -5.710111 1.453 -0.505 -0.633
C 2.819022 -1.811196 -6.874734 -0.555 0.549 0.362
O 1.208827 -1.769297 -4.863557 -0.355 -0.457 -1.719
C 0.100935 -1.170976 -5.570137 -1.681 1.772 1.366
C -0.502551 -0.045254 -4.568554 -0.219 2.388 1.389
C 0.261526 1.332406 -4.594806 -3.894 -1.892 3.084
C -0.204088 2.505555 -3.625570 -3.523 -4.813 -0.034
C -1.415741 2.160126 -2.706056 0.695 -1.200 -1.401
C -2.196098 0.821722 -2.690556 3.150 -0.122 -2.652
C -1.722067 -0.299471 -3.644592 2.166 2.904 -0.457
H 0.355270 -1.664844 6.821374 1.496 -0.183 -0.629
H 2.115788 -2.354598 6.893958 -1.192 1.181 -0.448
H 1.769751 -0.631959 6.234689 -0.524 -1.785 0.206
H 2.010481 -3.216384 4.667050 -1.068 1.388 0.350
H 1.537628 -1.533936 4.075422 -0.459 -1.195 0.854
H -1.017537 -2.309901 5.092939 1.118 -1.058 -0.853
H -0.267069 -4.028273 4.764484 -0.170 1.635 -0.067
H 0.576852 -3.006314 2.430419 -1.471 0.127 0.507
H -0.672752 -1.674841 2.657688 0.410 -1.591 0.389
H -2.516964 -3.047754 2.092838 1.270 -1.222 0.177
H -1.962701 -4.451304 3.157996 0.547 1.072 -1.072
H -1.483163 -5.683042 1.273993 0.766 1.567 -0.429
H 0.001935 -4.619096 0.981366 -1.526 0.163 0.077
H -2.643075 -4.956208 -0.614978 1.375 1.437 0.349
H -2.430419 -3.187725 -0.090320 0.765 -1.457 -0.488
H -0.165515 -2.942443 -1.228819 -1.039 -1.261 -0.510
H -1.452928 -3.582607 -2.473223 1.014 -0.110 1.582
H 0.687864 -5.349168 -0.958101 -0.456 0.461 -1.815
H -0.481623 -6.014284 -2.201160 0.875 1.618 -0.034
H 0.133198 -3.724524 -6.542088 1.485 -0.410 0.475
H 1.813095 -4.227875 -7.244731 -1.143 0.347 1.568
H 2.843436 -3.053532 -5.029989 -1.642 0.651 -0.877
H 3.953522 -1.847829 -6.704656 -1.768 -0.112 -0.252
H 2.507667 -0.703992 -6.811747 0.551 -1.652 -0.186
H 2.569484 -2.193096 -7.921538 0.390 0.539 1.412
H 0.381612 -0.610086 -6.524514 -0.081 -0.962 1.148
H -0.769496 -1.877639 -5.791272 1.355 0.564 0.254
H 1.143649 1.470403 -5.308876 -1.842 -1.122 1.546
H 0.367182 3.525374 -3.635892 -3.253 -1.899 0.861
H -1.745373 2.987300 -1.981186 0.476 -1.452 -1.241
H -3.092313 0.592892 -2.012008 1.636 0.748 -1.069
H -2.207372 -1.338558 -3.733889 0.678 1.910 0.390
C -0.128428 -8.131612 2.926655 0.028 -0.080 0.027
Cl -1.883437 -8.376646 3.061348 0.289 0.099 -0.041
Cl 0.336130 -8.103336 1.212158 -0.031 -0.028 0.286
Cl 0.312046 -6.586174 3.686349 -0.160 -0.192 -0.095
Cl 0.720606 -9.459603 3.746428 -0.594 0.122 -0.048
C -0.635012 2.392247 -8.614923 -0.018 0.224 -0.104
Cl -2.197556 1.603237 -8.921369 0.266 0.102 0.066
Cl -0.771678 4.131121 -8.955764 0.045 -0.313 0.022
Cl -0.174788 2.154416 -6.911816 -0.686 0.361 -1.647
Cl 0.606048 1.678032 -9.668856 -0.161 0.088 0.141
C 3.666505 3.447817 -4.411092 0.152 0.172 -0.299
Cl 1.916082 3.126902 -4.316171 5.827 2.176 -0.210
Cl 4.165082 3.528015 -6.117143 -0.014 -0.014 0.174
Cl 4.031216 4.994677 -3.614455 -0.029 -0.232 -0.117
Cl 4.550373 2.139247 -3.596823 -0.203 0.202 -0.139
C -1.327238 1.473995 5.162420 -0.095 -0.091 -0.087
Cl -1.806858 0.200546 6.304389 0.046 0.287 -0.146
Cl 0.051017 0.913506 4.191923 -0.225 0.142 0.159
Cl -2.690312 1.853341 4.089356 0.453 -0.966 0.221
Cl -0.861982 2.932235 6.064257 -0.231 -0.080 -0.194
C -4.215138 5.310184 2.801885 0.087 0.155 -0.030
Cl -5.664379 6.085730 3.486534 0.443 0.009 -0.030
Cl -4.695189 3.932749 1.787716 0.323 0.160 0.163
Cl -3.324789 6.488570 1.813134 -0.534 -0.364 -0.168
Cl -3.174758 4.733536 4.123362 -0.617 0.681 -0.306
C 1.949074 1.316791 9.064493 0.035 -0.025 0.030
Cl 1.670461 2.839871 9.935947 0.039 -0.244 -0.164
Cl 1.941454 1.626511 7.315165 0.162 0.152 0.426
Cl 3.522004 0.641262 9.539588 -0.271 0.110 -0.087
Cl 0.661860 0.160277 9.466395 0.214 0.207 -0.079
C -3.649048 -8.619832 -0.782056 0.014 -0.101 -0.022
Cl -2.412906 -7.433889 -1.253398 -0.293 -0.397 0.060
Cl -4.627702 -9.051120 -2.200381 0.173 0.091 0.252
Cl -2.858813 -10.077213 -0.142555 -0.134 0.249 -0.118
Cl -4.696587 -7.915827 0.468886 0.180 -0.083 -0.189
C -0.564373 8.673162 4.270161 0.070 -0.084 0.111
Cl -0.685778 9.554367 2.731155 0.018 -0.119 0.213
Cl -1.362286 7.094090 4.113123 0.606 0.693 0.435
Cl 1.146717 8.430878 4.681918 -0.543 -0.009 -0.188
Cl -1.355382 9.612853 5.554387 0.118 -0.130 -0.212
C 4.613129 6.253331 5.551407 0.023 -0.062 -0.016
Cl 6.272917 5.695351 5.251593 -0.293 0.102 0.058
Cl 3.562446 4.852673 5.853409 0.158 0.244 -0.029
Cl 4.594757 7.324005 6.969577 -0.021 -0.146 -0.228
Cl 4.021221 7.142951 4.131746 0.260 -0.183 0.219
C 2.802573 12.424915 5.775945 0.003 -0.023 -0.003
Cl 2.490058 13.174131 7.356451 0.048 -0.124 -0.263
Cl 1.362471 12.587621 4.747931 0.223 -0.059 0.163
Cl 4.180159 13.234186 4.998665 -0.230 -0.131 0.127
Cl 3.176495 10.703251 6.000267 0.078 0.398 0.049
C -8.850021 2.947337 1.751243 -0.053 0.090 0.009
Cl -7.903275 4.375299 2.220466 -0.547 -0.414 -0.119
Cl -8.440880 2.487826 0.084081 -0.046 0.067 0.259
Cl -8.471198 1.600522 2.846527 -0.043 0.222 -0.179
Cl -10.583496 3.324330 1.853335 0.272 -0.085 -0.026
C 4.263211 -8.730858 2.219617 0.016 0.039 0.039
Cl 4.117934 -7.846779 0.685154 0.024 -0.140 0.254
Cl 3.500865 -10.327176 2.056291 0.241 0.236 -0.046
Cl 5.981282 -8.936319 2.623427 -0.275 0.032 -0.068
Cl 3.457885 -7.811027 3.511198 0.502 -0.057 -0.336
C 1.600881 7.402467 -10.621254 0.058 -0.021 0.017
Cl -0.151628 7.128963 -10.514470 0.263 0.102 -0.048
Cl 2.088339 7.457784 -12.328694 -0.094 -0.010 0.292
Cl 2.008250 8.944448 -9.838560 -0.077 -0.263 -0.133
Cl 2.457364 6.078295 -9.803056 -0.157 0.220 -0.132
```
Positions in Å, forces in eV/Å.

Atomic partial charges in e from the Löwdin method, atoms 1 to 99:
1 C -0.161
2 C -0.259
3 C -0.213
4 C -0.212
5 C -0.192
6 C -0.218
7 C -0.209
8 C -0.152
9 C -0.177
10 O -0.002
11 C -0.402
12 O 0.058
13 O -0.030
14 C -0.095
15 C -0.302
16 C -0.040
17 O -0.134
18 C -0.182
19 C -0.115
20 C -0.296
21 C -0.194
22 C -0.059
23 C -0.064
24 C -0.018
25 H 0.033
26 H 0.078
27 H -0.010
28 H 0.108
29 H 0.070
30 H 0.077
31 H 0.070
32 H 0.103
33 H 0.093
34 H 0.105
35 H 0.091
36 H 0.062
37 H 0.092
38 H 0.062
39 H 0.105
40 H 0.131
41 H 0.107
42 H 0.125
43 H 0.082
44 H 0.131
45 H 0.143
46 H 0.163
47 H 0.087
48 H 0.075
49 H 0.079
50 H 0.101
51 H 0.127
52 H -0.023
53 H -0.006
54 H 0.087
55 H 0.092
56 H 0.100
57 C -1.987
58 Cl 0.520
59 Cl 0.510
60 Cl 0.537
61 Cl 0.495
62 C -1.974
63 Cl 0.525
64 Cl 0.495
65 Cl 0.653
66 Cl 0.514
67 C -1.931
68 Cl 0.675
69 Cl 0.514
70 Cl 0.526
71 Cl 0.533
72 C -1.974
73 Cl 0.551
74 Cl 0.567
75 Cl 0.488
76 Cl 0.502
77 C -1.962
78 Cl 0.509
79 Cl 0.505
80 Cl 0.507
81 Cl 0.441
82 C -2.001
83 Cl 0.523
84 Cl 0.502
85 Cl 0.525
86 Cl 0.527
87 C -2.004
88 Cl 0.565
89 Cl 0.528
90 Cl 0.510
91 Cl 0.515
92 C -1.991
93 Cl 0.518
94 Cl 0.466
95 Cl 0.464
96 Cl 0.522
97 C -2.019
98 Cl 0.523
99 Cl 0.507